[1]
ORCA calculation (ωB97M-V with the def2-TZVPD basis set) on a molecular structure, C21H26Cl2N9O3STa.

Geometry as ORCA input:
```
! RIJCOSX wB97M-V def2-TZVPD def2/J DEFGRID3
* xyz 2 1
Ta -0.536 -0.101 0.032
N -3.008 0.337 -3.443
C -2.495 0.543 -2.229
S -2.491 -0.852 -1.116
N -2.053 1.702 -1.867
N -1.583 1.668 -0.557
C -1.847 2.720 0.154
C -1.609 2.873 1.561
C -1.893 4.100 2.174
C -1.751 4.247 3.538
C -1.342 3.159 4.310
C -1.063 1.931 3.727
C -1.189 1.803 2.360
O -0.930 0.616 1.746
H -3.363 -0.563 -3.713
H -3.120 1.117 -4.072
H -2.325 3.535 -0.384
H -2.229 4.929 1.564
H -1.967 5.194 4.010
H -1.246 3.270 5.382
H -0.756 1.081 4.322
O 0.595 -0.102 -1.418
N 1.582 -0.045 -2.361
N 1.278 -0.888 -3.280
O 0.259 -1.575 -3.297
C 2.234 -0.969 -4.387
C 1.844 -1.708 -5.488
C 2.722 -1.811 -6.554
C 3.959 -1.185 -6.500
C 4.329 -0.449 -5.380
C 3.465 -0.332 -4.306
H 0.876 -2.187 -5.504
H 2.438 -2.382 -7.427
H 4.642 -1.270 -7.334
H 5.295 0.035 -5.341
H 3.743 0.234 -3.431
Cl 2.210 -0.052 1.308
C 2.573 1.708 1.316
Cl 1.481 2.546 0.222
H 3.595 1.825 0.975
H 2.426 2.064 2.328
C -1.825 -3.075 0.728
N -1.599 -4.408 1.174
C -1.104 -4.410 2.549
N 0.161 -3.678 2.620
C -0.037 -2.326 2.217
N -0.531 -2.217 0.748
C 0.485 -3.005 -0.120
N 0.661 -4.340 0.357
C -0.615 -5.058 0.305
C 1.142 -4.322 1.741
H -2.551 -2.567 1.364
H -2.170 -3.102 -0.303
H -0.947 -5.436 2.877
H -1.838 -3.939 3.204
H 0.901 -1.788 2.306
H -0.794 -1.843 2.836
H 1.438 -2.471 -0.083
H 0.102 -2.999 -1.142
H -0.463 -6.083 0.638
H -0.985 -5.071 -0.721
H 2.088 -3.780 1.791
H 1.306 -5.344 2.077
*
```

## Properties
DFT total energy (a.u.): -2909.3922
Largest force on an atom (eV Å⁻¹): 0.35
Relative energy (zero: lowest compared OMol25 entry of this formula, charge and spin) (kJ/mol): 131.0
HOMO level (eV): -14.3

---

[2]
ORCA calculation (ωB97M-V with the def2-TZVPD basis set) on a molecular structure, C59H51Br3F9N4O4PSTeTi at a distorted geometry.

Geometry as ORCA input:
```
! RIJCOSX wB97M-V def2-TZVPD def2/J DEFGRID3
* xyz -1 4
Ti 0.595 0.319 0.989
Br 0.725 -4.539 -0.548
C 2.050 -3.168 -0.538
C 3.353 -3.561 -0.805
C 4.386 -2.647 -0.763
Br 6.145 -3.276 -1.150
C 4.180 -1.307 -0.390
C 5.176 -0.328 -0.210
C 4.792 0.918 0.278
C 3.465 1.207 0.502
N 2.471 0.316 0.267
C 2.838 -0.936 -0.128
C 1.744 -1.834 -0.224
O 0.556 -1.318 0.016
H 3.559 -4.597 -1.030
H 6.212 -0.558 -0.405
H 5.537 1.671 0.483
H 3.152 2.173 0.889
C -2.460 3.796 3.369
N -2.708 3.461 1.983
C -2.566 2.218 1.468
N -2.646 1.147 2.292
S -2.470 2.059 -0.184
H -2.419 4.878 3.473
H -1.502 3.371 3.693
H -3.271 3.422 3.999
H -2.570 4.192 1.302
H -2.399 1.290 3.262
H -2.280 0.284 1.898
C 0.811 4.097 0.984
C 0.401 2.639 0.933
O -0.002 2.069 2.001
N 0.413 1.942 -0.155
Te 1.632 2.536 -1.907
C 2.806 3.836 -3.423
C 3.291 5.112 -3.155
C 2.904 5.896 -1.932
C 4.190 5.720 -4.030
C 4.653 5.063 -5.154
C 5.674 5.684 -6.063
C 4.173 3.785 -5.406
C 3.261 3.166 -4.564
C 2.803 1.778 -4.900
C -0.181 2.604 -3.061
C -0.862 3.774 -3.382
C -0.437 5.120 -2.886
C -2.007 3.703 -4.171
C -2.511 2.496 -4.620
C -3.724 2.426 -5.501
C -1.862 1.334 -4.225
C -0.711 1.371 -3.453
C -0.086 0.089 -3.014
H 0.646 4.503 1.979
H 0.234 4.656 0.250
H 1.870 4.171 0.739
H 2.318 5.280 -1.250
H 2.319 6.772 -2.214
H 3.796 6.242 -1.411
H 4.537 6.723 -3.813
H 5.944 6.681 -5.720
H 5.292 5.753 -7.082
H 6.572 5.066 -6.084
H 4.523 3.250 -6.280
H 3.248 1.450 -5.838
H 1.718 1.741 -4.992
H 3.100 1.078 -4.116
H 0.379 5.005 -2.175
H -1.278 5.616 -2.400
H -0.102 5.750 -3.709
H -2.516 4.621 -4.432
H -4.142 3.416 -5.674
H -4.489 1.801 -5.042
H -3.463 1.983 -6.463
H -2.263 0.376 -4.527
H -0.554 -0.748 -3.524
H -0.228 -0.024 -1.930
H 0.986 0.066 -3.221
Br 2.485 -6.576 4.548
C 1.953 -4.830 4.014
C 1.035 -4.682 2.979
C 0.643 -3.415 2.623
C 1.182 -2.278 3.240
C 2.140 -2.455 4.251
C 2.502 -3.721 4.651
C 0.774 -0.966 2.769
O 1.606 0.005 2.696
O -0.400 -0.748 2.268
H 0.643 -5.538 2.449
H -0.048 -3.259 1.813
H 2.584 -1.587 4.716
H 3.215 -3.852 5.453
F -4.201 -7.118 3.255
C -2.975 -6.572 3.434
F -2.104 -7.568 3.190
F -2.893 -6.312 4.749
C -2.769 -5.367 2.571
C -2.836 -5.506 1.188
C -2.693 -4.398 0.374
C -2.496 -3.135 0.926
C -2.400 -3.019 2.314
C -2.539 -4.118 3.136
P -2.268 -1.599 -0.070
C -3.976 -0.933 0.151
C -4.724 -1.108 1.312
C -5.909 -0.423 1.499
C -6.358 0.460 0.523
C -5.631 0.636 -0.648
C -4.448 -0.051 -0.823
C -7.605 1.240 0.787
F -8.696 0.458 0.954
F -7.930 2.100 -0.190
F -7.526 1.972 1.922
C -2.443 -2.352 -1.742
C -3.667 -2.617 -2.363
C -3.710 -3.222 -3.603
C -2.530 -3.594 -4.241
C -1.300 -3.342 -3.632
C -1.271 -2.710 -2.408
C -2.544 -4.270 -5.574
F -2.076 -5.535 -5.528
F -3.766 -4.358 -6.129
F -1.768 -3.640 -6.484
H -2.991 -6.482 0.757
H -2.730 -4.524 -0.695
H -2.164 -2.059 2.748
H -2.450 -4.013 4.205
H -4.379 -1.776 2.084
H -6.478 -0.544 2.408
H -5.963 1.342 -1.392
H -3.862 0.118 -1.714
H -4.588 -2.352 -1.869
H -4.658 -3.414 -4.082
H -0.387 -3.631 -4.127
H -0.328 -2.479 -1.946
*
```

## Properties
DFT total energy (a.u.): -13276.9894
Largest force on an atom (eV Å⁻¹): 2.56
HOMO level (alpha / beta) (eV): -2.7 / -5.0
<S²>: 3.78

---

[3]
ORCA calculation (ωB97M-V with the def2-TZVPD basis set) on a molecular structure, C7H10 at a distorted geometry.

Geometry as ORCA input:
```
! RIJCOSX wB97M-V def2-TZVPD def2/J DEFGRID3
* xyz 0 1
C -1.790 -0.911 0.237
C -0.317 1.346 -0.295
C -0.688 -0.091 -0.195
C 0.409 -0.906 -0.926
C 1.208 -0.535 0.306
C 1.219 1.062 0.160
C -0.146 -0.638 1.095
H -2.176 -1.682 -0.465
H -2.612 -0.445 0.802
H -0.521 1.701 -1.332
H -0.968 1.943 0.363
H 0.196 -1.977 -0.961
H 0.736 -0.531 -1.898
H 2.153 -1.066 0.571
H 1.857 1.429 -0.655
H 1.633 1.469 1.110
H -0.178 -0.105 2.070
*
```

## Properties
DFT total energy (a.u.): -272.5467
Largest force on an atom (eV Å⁻¹): 1.22
Relative energy (zero: lowest compared OMol25 entry of this formula, charge and spin) (kJ/mol): 449.7
HOMO level (eV): -8.4

---

[4]
ORCA calculation (ωB97M-V with the def2-TZVPD basis set) on a molecular structure, C16H39CrN5O7 at a distorted geometry.

Geometry as ORCA input:
```
! RIJCOSX wB97M-V def2-TZVPD def2/J DEFGRID3
* xyz 1 4
Cr 11.328 -1.503 16.659
O 12.060 -2.236 15.076
H 12.754 -2.580 14.533
C 12.102 -4.205 18.314
O 12.107 -2.890 17.905
H 12.205 -4.233 19.404
H 11.097 -4.634 18.191
H 12.785 -4.903 17.834
C 12.700 -0.837 12.097
O 13.724 -0.246 12.397
N 12.070 -0.704 10.910
C 11.065 -1.605 10.437
C 12.479 0.365 9.999
H 12.141 -1.467 12.809
H 10.197 -1.100 9.992
H 10.680 -2.182 11.278
H 11.416 -2.257 9.631
H 13.275 0.978 10.404
H 12.888 -0.039 9.067
H 11.558 0.891 9.743
C 10.367 0.818 14.381
O 10.844 0.153 15.307
N 9.520 0.377 13.458
C 9.021 1.311 12.473
C 8.975 -0.958 13.442
H 10.664 1.862 14.254
H 9.036 0.913 11.455
H 9.454 2.306 12.479
H 7.938 1.463 12.593
H 7.948 -1.001 13.812
H 8.936 -1.399 12.445
H 9.644 -1.579 14.031
C 8.720 -3.505 16.038
O 9.578 -2.635 16.205
N 8.150 -4.242 16.992
C 8.359 -4.006 18.403
C 7.139 -5.248 16.696
H 8.348 -3.787 15.041
H 8.636 -4.911 18.946
H 7.476 -3.578 18.877
H 9.196 -3.329 18.576
H 6.777 -5.287 15.671
H 7.512 -6.266 16.856
H 6.352 -5.106 17.436
C 10.884 -4.500 12.976
O 9.934 -4.408 12.213
N 12.025 -5.176 12.698
C 13.048 -5.313 13.723
C 12.227 -5.841 11.443
H 10.955 -3.926 13.912
H 12.777 -4.731 14.604
H 14.006 -4.924 13.373
H 13.120 -6.336 14.098
H 13.076 -5.404 10.906
H 12.483 -6.903 11.487
H 11.365 -5.768 10.786
C 17.194 -1.729 12.871
O 18.233 -1.719 12.252
N 17.058 -1.873 14.206
C 15.743 -1.811 14.825
C 18.221 -2.044 15.053
H 16.230 -1.597 12.354
H 15.087 -1.195 14.204
H 15.867 -1.341 15.797
H 15.260 -2.793 14.817
H 19.155 -2.047 14.499
H 18.250 -1.263 15.813
H 18.179 -3.021 15.544
*
```

## Properties
DFT total energy (a.u.): -2477.7023
Largest force on an atom (eV Å⁻¹): 4.94
Relative energy (zero: lowest compared OMol25 entry of this formula, charge and spin) (kJ/mol): 0.0
HOMO level (alpha / beta) (eV): -10.7 / -10.7
<S²>: 4.02